[1]
# C34H41BrN7O4Re

A structure of composition C34H41BrN7O4Re in a non-equilibrium geometry (ωB97M-V/def2-TZVPD, the OMol25 dataset).

Results
ΔE to the lowest compared entry with this formula, charge and spin = 1.846 eV

Structure (ORCA input):
```
! wB97M-V def2-TZVPD RIJCOSX def2/J DEFGRID3
* xyz 1 2
Re -0.056 0.152 0.402
C 2.867 -1.082 2.718
N 2.382 0.242 2.277
C 1.897 1.061 3.395
C 0.561 0.633 4.029
C -0.043 -0.698 3.592
N -0.787 -0.655 2.334
C -2.049 -0.917 2.415
C -2.994 -1.086 1.349
C -4.370 -1.107 1.609
C -5.272 -1.335 0.597
C -4.809 -1.602 -0.694
C -3.459 -1.628 -0.967
C -2.535 -1.316 0.035
O -1.234 -1.274 -0.214
C 3.464 0.969 1.600
C 3.828 0.375 0.247
C 2.736 0.593 -0.826
N 1.576 1.313 -0.310
C 1.482 2.573 -0.572
C 0.439 3.449 -0.154
C 0.300 4.717 -0.743
C -0.712 5.558 -0.356
C -1.583 5.160 0.665
C -1.441 3.940 1.287
C -0.453 3.039 0.866
O -0.341 1.860 1.450
H 3.896 -1.247 2.396
H 2.259 -1.882 2.296
H 2.862 -1.162 3.807
H 1.774 2.075 3.017
H 2.666 1.098 4.179
H -0.177 1.407 3.831
H 0.695 0.581 5.109
H -0.720 -1.023 4.384
H 0.722 -1.462 3.492
H -2.458 -1.082 3.413
H -4.721 -0.911 2.616
H -6.334 -1.304 0.793
H -5.517 -1.780 -1.492
H -3.089 -1.819 -1.967
H 4.360 0.985 2.235
H 3.155 2.006 1.470
H 4.022 -0.691 0.350
H 4.755 0.844 -0.082
H 2.376 -0.364 -1.197
H 3.154 1.145 -1.669
H 2.269 3.023 -1.179
H 0.985 5.005 -1.532
H -0.837 6.520 -0.833
H -2.392 5.814 0.961
H -2.119 3.620 2.066
C 0.634 -3.465 0.434
N 0.876 -4.841 0.032
C 2.321 -5.069 -0.016
N 2.974 -4.158 -0.959
C 2.700 -2.791 -0.545
N 1.251 -2.491 -0.496
C 0.703 -2.754 -1.850
N 0.948 -4.122 -2.277
C 0.328 -5.035 -1.314
C 2.389 -4.366 -2.288
H 1.055 -3.312 1.433
H -0.439 -3.289 0.468
H 2.513 -6.098 -0.322
H 2.741 -4.907 0.980
H 3.182 -2.119 -1.260
H 3.125 -2.633 0.448
H 1.170 -2.067 -2.561
H -0.369 -2.571 -1.833
H 0.508 -6.063 -1.628
H -0.747 -4.849 -1.287
H 2.863 -3.681 -2.994
H 2.579 -5.393 -2.604
Br -5.617 4.617 -3.166
C -3.848 3.940 -3.288
C -2.997 4.421 -4.270
C -1.706 3.918 -4.350
C -1.275 2.950 -3.459
C -2.138 2.483 -2.474
C -3.433 2.979 -2.386
C -1.668 1.522 -1.431
O -2.331 1.333 -0.403
O -0.524 0.959 -1.612
H -3.343 5.171 -4.967
H -1.036 4.292 -5.114
H -0.273 2.547 -3.518
H -4.098 2.611 -1.617
*
```



[2]
# C18H40BrN2

A cluster of 3 separate species, C18H40BrN2 in total in a non-equilibrium geometry (ωB97M-V/def2-TZVPD, the OMol25 dataset).

Results
ΔE to the lowest compared entry with this formula, charge and spin = 1.205 eV

Structure (ORCA input):
```
! wB97M-V def2-TZVPD RIJCOSX def2/J DEFGRID3
* xyz 1 1
C 2.579 -6.986 -6.553
C 1.372 -6.434 -5.765
C 1.732 -5.201 -4.961
C 2.770 -5.464 -3.897
N 3.173 -4.266 -3.077
C 1.983 -3.578 -2.446
C 2.448 -3.112 -1.060
C 3.931 -3.527 -0.935
C 3.975 -4.708 -1.870
C 3.997 -3.338 -3.889
H 2.202 -7.495 -7.443
H 3.090 -7.778 -6.005
H 3.273 -6.214 -6.883
H 1.044 -7.225 -5.088
H 0.572 -6.169 -6.450
H 0.835 -4.714 -4.564
H 2.084 -4.410 -5.636
H 3.698 -5.791 -4.379
H 2.502 -6.255 -3.197
H 1.651 -2.785 -3.112
H 1.172 -4.292 -2.327
H 2.129 -2.091 -0.858
H 1.939 -3.720 -0.312
H 4.606 -2.716 -1.204
H 4.131 -3.823 0.092
H 4.941 -5.088 -2.208
H 3.469 -5.594 -1.482
H 3.517 -3.171 -4.848
H 4.947 -3.825 -4.105
H 4.130 -2.411 -3.342
C -0.968 2.604 0.518
C -1.904 2.630 1.706
C -2.196 4.051 2.213
C -3.201 4.008 3.342
N -3.320 5.301 4.116
C -2.088 5.627 4.921
C -2.560 6.289 6.235
C -4.093 6.282 6.174
C -4.422 5.200 5.142
C -3.650 6.416 3.190
H -1.148 3.407 -0.196
H -1.004 1.613 0.068
H 0.063 2.701 0.871
H -1.541 2.012 2.532
H -2.892 2.209 1.482
H -2.545 4.619 1.347
H -1.293 4.590 2.529
H -3.017 3.202 4.048
H -4.200 3.914 2.909
H -1.391 6.163 4.288
H -1.637 4.676 5.205
H -2.234 7.326 6.271
H -2.196 5.743 7.099
H -4.550 7.237 5.923
H -4.595 5.935 7.078
H -5.395 5.213 4.661
H -4.250 4.228 5.608
H -3.902 7.302 3.766
H -4.522 6.130 2.604
H -2.823 6.620 2.518
Br -0.416 -1.067 -0.365
*
```



[3]
# C27H61Be2ClN4O7

A structure of composition C27H61Be2ClN4O7 in a non-equilibrium geometry (ωB97M-V/def2-TZVPD, the OMol25 dataset).

Results
ΔE to the lowest compared entry with this formula, charge and spin = 8.556 eV

Structure (ORCA input):
```
! wB97M-V def2-TZVPD RIJCOSX def2/J DEFGRID3
* xyz 4 1
Be 4.687 0.603 0.979
Be 0.069 0.986 2.739
N 2.696 -2.549 2.296
H 1.874 -2.822 1.776
H 3.454 -2.207 1.723
H 3.134 -3.155 2.973
H 2.411 -1.769 2.871
Cl 1.704 -0.302 0.319
O 0.696 0.109 1.134
O 1.634 -1.727 0.296
O 1.611 0.250 -0.991
O 2.928 0.147 1.017
C 4.776 -4.799 0.969
C 3.713 -4.986 -0.195
C 3.928 -6.358 -0.863
C 2.647 -6.981 -1.581
C 1.483 -6.927 -0.561
C 1.142 -5.561 0.055
N 2.388 -4.907 0.523
O 2.187 -3.662 0.995
C 0.466 -4.605 -0.988
C 0.089 -5.759 1.204
C 3.912 -3.788 -1.281
H 4.929 -3.749 1.220
H 5.743 -5.195 0.659
H 4.410 -5.385 1.812
H 4.801 -6.224 -1.502
H 4.288 -6.988 -0.050
H 2.884 -8.015 -1.833
H 2.501 -6.497 -2.546
H 1.565 -7.640 0.260
H 0.685 -7.302 -1.202
H 0.617 -3.591 -0.617
H 1.089 -4.358 -1.847
H -0.558 -4.766 -1.323
H -0.452 -6.693 1.051
H 0.657 -5.803 2.133
H -0.615 -4.940 1.344
H 2.941 -3.321 -1.444
H 4.304 -4.149 -2.232
H 4.488 -3.035 -0.744
H 2.204 -3.155 0.180
C -0.231 3.850 -5.095
C -0.570 3.562 -3.582
C 0.351 2.404 -3.067
C 0.635 2.294 -1.652
C 0.918 3.698 -1.094
C -0.093 4.817 -1.476
N -0.235 4.844 -2.934
O -1.129 5.760 -3.252
C -1.491 4.501 -0.838
C 0.377 6.261 -1.054
C -2.067 3.160 -3.616
H 0.699 4.389 -5.273
H -0.438 2.950 -5.675
H -0.850 4.621 -5.554
H -0.192 1.478 -3.254
H 1.346 2.342 -3.507
H -0.209 1.735 -1.248
H 1.522 1.714 -1.395
H 1.880 4.013 -1.498
H 1.002 3.541 -0.019
H -2.015 3.608 -1.177
H -2.227 5.294 -0.969
H -1.185 4.550 0.207
H 0.734 6.213 -0.025
H -0.289 7.124 -1.092
H 1.308 6.581 -1.522
H -2.568 2.539 -2.873
H -2.725 4.004 -3.822
H -2.162 2.597 -4.544
H -0.595 6.528 -3.468
C -3.225 1.296 0.074
C -2.223 1.895 1.088
C -2.700 3.335 1.403
C -3.932 3.493 2.330
C -3.696 2.723 3.642
C -3.293 1.242 3.327
N -2.219 1.162 2.363
O -1.692 -0.091 2.185
C -2.827 0.834 4.715
C -4.599 0.338 2.932
C -0.808 2.075 0.553
H -3.197 0.206 0.073
H -2.953 1.538 -0.953
H -4.300 1.420 0.207
H -1.894 3.950 1.805
H -3.011 3.722 0.433
H -4.680 2.914 1.788
H -4.227 4.517 2.559
H -4.551 2.807 4.313
H -3.016 3.266 4.299
H -2.433 -0.177 4.607
H -1.954 1.408 5.028
H -3.620 0.788 5.461
H -5.341 0.332 3.731
H -5.153 0.595 2.029
H -4.258 -0.687 2.790
H -0.807 2.751 -0.303
H -0.474 1.124 0.140
H -0.301 2.423 1.453
H -2.229 -0.596 1.569
*
```



[4]
# C7H7BrN2O

An isolated molecule of C7H7BrN2O in a non-equilibrium geometry (ωB97M-V/def2-TZVPD, the OMol25 dataset).

Structure (ORCA input):
```
! wB97M-V def2-TZVPD RIJCOSX def2/J DEFGRID3
* xyz 0 3
C 2.464 0.039 0.063
C 1.978 -1.229 -0.030
C 0.908 0.829 -0.178
C -1.207 0.280 -0.003
C -1.115 1.577 -0.086
C 2.941 -2.444 0.064
C -2.157 2.661 0.142
N 0.625 -1.420 -0.060
N 0.074 -0.220 -0.168
O 0.205 1.974 -0.019
Br 4.060 0.894 0.174
H -2.163 -0.347 -0.023
H 3.945 -2.051 -0.161
H 2.845 -2.807 1.130
H 2.469 -3.145 -0.757
H -2.591 2.329 1.170
H -2.934 2.714 -0.596
H -1.521 3.661 0.252
*
```



Number 1: E -126710.500 eV. Number 2: E -92331.035 eV. Number 3: E -62535.969 eV. Number 4: E -82435.251 eV.